(i)
DFT (ωB97M-V with the def2-TZVPD basis set) results for a structure of composition C7H14N2.

The molar mass is 126.2 g mol⁻¹. The calculation puts the HOMO-LUMO gap at 9.86 eV.

```
! RIJCOSX wB97M-V def2-TZVPD def2/J DEFGRID3
* xyz 0 1
C -1.3699 -0.5546 0.6393
C 0.1576 -0.6611 0.7003
C 0.6772 -2.0783 0.6330
C 0.6098 0.2250 1.9098
C 0.8762 0.4403 -0.0600
C 0.4858 0.9172 -1.4825
C -0.8210 1.4306 -1.8258
H -1.8042 -1.2906 1.3426
H -1.9627 -0.7288 -0.2977
H -1.6911 0.5030 0.9099
H 1.7509 -2.0850 0.9091
H 0.6815 -2.5591 -0.4336
H 0.0925 -2.6853 1.3431
H -0.1073 0.3015 2.7734
H 1.5824 -0.0630 2.2693
H -0.2094 1.8688 1.0795
H 2.0489 0.2378 -0.0881
H 1.3685 1.4300 -1.9534
H -1.0701 2.2616 -2.5738
H -1.6477 1.3183 -1.1491
H -0.0076 0.2440 -3.3325
N 0.7289 1.3953 1.0489
N -0.3692 0.1323 -2.3617
*
```

(ii)
DFT (ωB97M-V with the def2-TZVPD basis set) results for a cluster of 2 separate species, C7H14N2 in total.

As for the SMILES: C=CC(=C)C.C=C(N)N. The molar mass is 126.2 g mol⁻¹. The calculation puts the HOMO-LUMO gap (spin up / spin down) at 6.49 / 7.20 eV.

```
! RIJCOSX wB97M-V def2-TZVPD def2/J DEFGRID3
* xyz 0 1
C 1.6743 1.3875 0.1490
C 0.6184 0.5490 0.4784
C 0.6935 -0.9440 0.2699
C 0.5755 -1.6853 1.4499
C 1.7548 -1.4731 -0.6958
H 1.5442 2.4543 0.0268
H 2.6418 1.0155 -0.1515
H 0.1332 0.7685 1.4334
H 0.7697 -2.7480 1.5053
H 0.0578 -1.2466 2.2902
H 1.7233 -2.5635 -0.7068
H 2.7626 -1.2276 -0.3600
H 1.6409 -1.1094 -1.7162
C -1.1470 -0.6638 -0.6886
C -1.3363 0.6760 -0.1879
N -1.3880 1.7449 -1.1412
N -2.3357 0.8589 0.8254
H -1.0216 -0.7811 -1.7586
H -1.8060 -1.4147 -0.2774
H -1.3812 2.6677 -0.7220
H -0.8237 1.5836 -1.9644
H -3.2333 0.5076 0.5133
H -2.1174 1.6435 1.4288
*
```

(iii)
DFT (ωB97M-V with the def2-TZVPD basis set) results for a cluster of 3 separate species, C7H14N2 in total.

The molar mass is 126.2 g mol⁻¹. The calculation puts the HOMO-LUMO gap at 7.15 eV.

```
! RIJCOSX wB97M-V def2-TZVPD def2/J DEFGRID3
* xyz 0 1
C 0.0507 0.5586 0.4132
C 0.0692 -0.4967 -0.5196
C 0.1792 0.3180 1.8799
N -0.1468 1.7891 -0.0240
N -0.0929 -0.1813 -1.9087
C -2.1020 -0.7078 -0.0967
C 2.1983 -0.1568 -0.4658
C -3.0623 0.2043 -0.1702
C 2.9467 -1.1100 0.0655
H 0.2244 -1.4997 -0.1542
H -0.1468 2.5830 0.5914
H -0.2417 1.9087 -1.0260
H -0.9938 -0.5147 -2.2319
H 0.6584 -0.5861 -2.4537
H -2.3606 -1.7457 0.1350
H 2.6363 0.7103 -0.9635
H 0.5633 -0.6805 2.0700
H 0.8554 1.0449 2.3317
H -0.8080 0.4111 2.3356
H -2.8403 1.2528 -0.3784
H -4.1253 -0.0116 -0.0327
H 2.5007 -1.9712 0.5676
H 4.0379 -1.1189 0.0355
*
```

(iv)
DFT (ωB97M-V with the def2-TZVPD basis set) results for an isolated molecule of C7H14N2.

As for the SMILES: CN1CC[C@@]2(CN)C[C@@H]12. The molar mass is 126.2 g mol⁻¹. The calculation puts the HOMO-LUMO gap at 9.39 eV.

```
! RIJCOSX wB97M-V def2-TZVPD def2/J DEFGRID3
* xyz 0 1
C 0.7664 -2.1412 -1.3025
N -0.0366 -1.0731 -0.7686
C -0.1069 0.2201 -1.6581
C 0.4722 1.4745 -0.6653
C 0.3131 0.7335 0.6966
C -1.2352 0.6271 0.8577
N -1.8161 1.4678 1.9101
C 1.0305 -0.1770 1.7966
C 0.9074 -0.5612 0.3324
H 0.8534 -2.9065 -0.5590
H 0.2003 -2.6614 -2.2017
H 1.8044 -1.8949 -1.7503
H -1.3106 0.3004 -1.8192
H 0.4231 0.0198 -2.6692
H -0.3184 2.2572 -0.5505
H 1.6269 1.5534 -0.7959
H -1.7951 0.6114 -0.1133
H -1.3770 -0.3385 1.2281
H -2.1176 2.5281 1.5094
H -2.7043 0.9400 2.3207
H 0.4820 -0.6068 2.5682
H 2.1114 0.1606 1.8813
H 1.8268 -0.5333 -0.2475
*
```

Short version: (iv) is the least stable of them.

(i)
DFT (ωB97M-V with the def2-TZVPD basis set) results for a structure of composition CH7NO.

The molar mass is 49.1 g mol⁻¹. The calculation puts the HOMO-LUMO gap at 10.38 eV.

```
! RIJCOSX wB97M-V def2-TZVPD def2/J DEFGRID3
* xyz 0 1
C -1.3415 0.6470 1.1160
H 1.7487 -1.3407 0.2806
H 1.0886 -0.2762 -1.2470
H -1.0589 -0.3351 -0.8834
H -0.5652 1.1781 -0.8950
H -0.8015 1.7645 1.3392
H -2.6265 0.7628 0.9673
H -0.8882 -0.1132 2.0247
N -0.5917 0.3523 -0.1590
O 1.9117 -0.9986 -0.8962
*
```

(ii)
DFT (ωB97M-V with the def2-TZVPD basis set) results for a cluster of 2 separate species, CH7NO in total.

As for the SMILES: CO.N. The molar mass is 49.1 g mol⁻¹. The calculation puts the HOMO-LUMO gap at 11.05 eV.

```
! RIJCOSX wB97M-V def2-TZVPD def2/J DEFGRID3
* xyz 0 1
C -1.4932 0.5215 -0.0403
O -1.9761 -0.7937 0.1688
H -2.0317 1.0585 -0.8279
H -0.4390 0.4825 -0.3290
H -1.5299 1.0647 0.9352
H -1.6963 -1.3066 -0.6868
N 2.1331 -0.2018 -0.0580
H 1.5392 -0.4568 0.6925
H 2.8165 -0.9628 -0.2527
H 2.6774 0.5945 0.3983
*
```

Short version: (i) is the least stable of them.

(i)
DFT (ωB97M-V with the def2-TZVPD basis set) results for a cluster of 2 separate species, C4H10NO2 in total.

The molar mass is 104.1 g mol⁻¹. The calculation puts the HOMO-LUMO gap at 8.46 eV.

```
! RIJCOSX wB97M-V def2-TZVPD def2/J DEFGRID3
* xyz -1 1
C 1.6690 0.3305 1.0615
C 1.7001 0.3545 -0.4838
C 0.6913 1.3234 -1.0468
H 2.1101 1.2646 1.4281
H 2.1418 -0.5432 1.5044
H 0.6161 0.3518 1.3541
H 1.4341 -0.6405 -0.8374
H 2.7011 0.6849 -0.7935
H 0.8831 1.4802 -2.1098
H -0.3121 0.9336 -0.8915
H 0.7405 2.2778 -0.5034
N -2.9181 -1.8528 0.3256
C -1.8528 -0.8930 0.3215
O -0.8415 -1.2453 -0.3263
O -2.0542 0.1712 0.9454
H -3.8463 -1.5370 0.5265
H -2.8622 -2.4607 -0.4746
*
```

(ii)
DFT (ωB97M-V with the def2-TZVPD basis set) results for the ion C4H10NO2 with charge -1.

As for the SMILES: C[C@@H](CO)NC[O-]. The molar mass is 104.1 g mol⁻¹. The calculation puts the HOMO-LUMO gap at 6.49 eV.

```
! RIJCOSX wB97M-V def2-TZVPD def2/J DEFGRID3
* xyz -1 1
C 0.5825 1.4502 0.3432
C 0.2981 0.1893 -0.5207
C 0.9141 -1.0602 0.0844
O 2.3507 -0.9187 0.1644
N -1.1122 -0.0272 -0.8955
C -1.9619 -0.5261 0.3347
O -2.0727 0.2814 1.3416
H -0.2899 1.7923 0.8857
H 0.8339 2.1931 -0.3910
H 1.5165 1.3279 0.8927
H 0.8521 0.3419 -1.4638
H 0.6020 -1.2977 1.0972
H 0.6728 -1.9221 -0.5467
H 2.6170 -0.3757 -0.5905
H -1.4559 0.9332 -0.9737
H -2.8753 -0.8542 -0.2368
H -1.4718 -1.5276 0.4746
*
```

Short version: (ii) is the least stable of them.

(i)
DFT (ωB97M-V with the def2-TZVPD basis set) results for a cluster of 2 separate species, C4H10NO2 in total.

The molar mass is 104.1 g mol⁻¹. The calculation puts the HOMO-LUMO gap at 7.65 eV.

```
! RIJCOSX wB97M-V def2-TZVPD def2/J DEFGRID3
* xyz -1 1
O 0.8436 -2.3097 -0.6340
C -0.1398 -2.8179 -0.0615
O -1.1317 -2.2397 0.4334
H -0.1380 -3.9470 0.0194
C 1.3717 0.4624 0.0279
N -0.0573 0.5157 -0.1511
C -0.7843 0.5682 1.0928
C -0.4803 1.5061 -1.0986
H 1.6079 -0.3455 0.7128
H 1.8150 1.4003 0.4261
H 1.8387 0.2193 -0.9279
H -1.8314 0.3395 0.9001
H -0.3981 -0.1823 1.7738
H -0.7069 1.5540 1.6066
H -1.5540 1.4029 -1.2674
H 0.0184 1.3188 -2.0554
H -0.2735 2.5548 -0.7970
*
```

(ii)
DFT (ωB97M-V with the def2-TZVPD basis set) results for the ion C4H10NO2 with charge -1.

As for the SMILES: [O-]CNCCCO. The molar mass is 104.1 g mol⁻¹. The calculation puts the HOMO-LUMO gap at 6.34 eV.

```
! RIJCOSX wB97M-V def2-TZVPD def2/J DEFGRID3
* xyz -1 1
O -0.2973 -1.1622 1.4034
C 1.0332 -1.1287 1.4574
N 1.7105 -0.8001 0.1671
C 1.3100 0.4416 -0.4979
C -0.0517 0.3158 -1.1949
C -1.2340 0.6584 -0.2964
O -2.1228 1.6185 -0.9587
H 1.5125 -2.1151 1.6986
H 1.4440 -0.4046 2.2033
H 1.4671 -1.5571 -0.4520
H 2.0957 0.5696 -1.2392
H 1.2930 1.2287 0.2591
H -0.1168 0.9325 -2.0946
H -0.1918 -0.6649 -1.5973
H -1.7988 -0.2353 -0.0549
H -0.9042 1.1313 0.5765
H -3.0294 1.3873 -0.7370
*
```

Short version: (ii) is the least stable of them.

(i)
DFT (ωB97M-V with the def2-TZVPD basis set) results for a cluster of 2 separate species, C2H9N4 in total.

The molar mass is 89.1 g mol⁻¹. The calculation puts the HOMO-LUMO gap at 11.91 eV.

```
! RIJCOSX wB97M-V def2-TZVPD def2/J DEFGRID3
* xyz 1 1
C 2.4149 1.3769 -1.5102
N 1.1581 1.3898 -1.3705
H 2.9512 0.4847 -1.1844
H 2.9828 2.1914 -1.9560
H 0.7614 2.2629 -1.7155
N -0.7279 0.4719 1.3352
C -0.8717 -0.6873 0.6867
N -1.6274 -1.6630 1.2442
N -0.3783 -0.8196 -0.5238
H -1.0795 0.5562 2.2759
H 0.0071 1.0971 1.0438
H -1.4803 -2.5906 0.8719
H -1.6829 -1.6735 2.2520
H -0.7069 -1.5582 -1.1221
H 0.1456 -0.0157 -0.9300
*
```

(ii)
DFT (ωB97M-V with the def2-TZVPD basis set) results for a structure of composition C2H9N4.

The molar mass is 89.1 g mol⁻¹. The calculation puts the HOMO-LUMO gap at 10.24 eV.

```
! RIJCOSX wB97M-V def2-TZVPD def2/J DEFGRID3
* xyz 1 1
C 0.1312 -0.4371 -1.8826
C -2.3567 -0.4771 0.9831
N 1.2685 -0.3442 -1.3344
N -2.5603 -1.6263 0.8439
N -1.6656 0.4966 1.1182
N 1.1331 0.9342 0.8179
H -0.7471 0.1717 -1.5712
H 0.0765 -0.8246 -2.9832
H -3.1890 -2.3643 1.3222
H 2.0247 -0.9038 -1.5650
H 0.1956 0.6319 1.1986
H -1.7658 1.4437 0.9020
H 1.7504 0.6744 1.5746
H 0.9777 1.8835 0.7227
H 1.4244 0.3296 -0.2047
*
```

(iii)
DFT (ωB97M-V with the def2-TZVPD basis set) results for a cluster of 2 separate species, C2H9N4 in total.

The molar mass is 89.1 g mol⁻¹. The calculation puts the HOMO-LUMO gap at 10.06 eV.

```
! RIJCOSX wB97M-V def2-TZVPD def2/J DEFGRID3
* xyz 1 1
N -0.0244 -0.2367 2.1425
C -0.8127 -0.2747 1.1001
N -2.1060 -0.0756 1.1427
H -0.3693 -0.0159 3.0684
H 0.9696 -0.3112 1.9956
H -0.3683 -0.5075 0.1474
H -2.6172 -0.0280 0.2751
H -2.5812 0.2404 1.9820
N 1.1521 -0.9083 -1.6250
C 1.3203 0.4627 -1.5848
N 0.3304 1.2399 -1.3962
H 1.8816 -1.3957 -2.1188
H 0.2304 -1.1755 -1.9602
H 2.3579 0.7832 -1.6808
H 0.6369 2.2026 -1.4881
*
```

Short version: (ii) is the least stable of them.

(i)
DFT (ωB97M-V with the def2-TZVPD basis set) results for a cluster of 2 separate species, C2H9N4 in total.

The molar mass is 89.1 g mol⁻¹. The calculation puts the HOMO-LUMO gap (spin up / spin down) at 8.16 / 8.16 eV.

```
! RIJCOSX wB97M-V def2-TZVPD def2/J DEFGRID3
* xyz 1 1
C 1.6736 -0.1396 0.3556
C -1.8553 0.8545 -0.3468
N 0.6747 -0.3214 -0.3766
N 2.6311 0.6323 -0.0390
N -2.0169 -0.2049 0.5180
N -0.2659 -1.1784 0.0854
H 1.9509 -0.7262 1.2886
H -1.9438 0.7166 -1.4665
H -2.7163 1.6192 0.0722
H -0.7879 1.3031 -0.2323
H 3.4255 0.7049 0.5643
H 2.5828 1.2129 -0.7845
H -2.6535 -0.8368 0.1889
H -0.6952 -1.6826 -0.6863
H -0.0038 -1.9537 0.8590
*
```

(ii)
DFT (ωB97M-V with the def2-TZVPD basis set) results for a cluster of 2 separate species, C2H9N4 in total.

The molar mass is 89.1 g mol⁻¹. The calculation puts the HOMO-LUMO gap (spin up / spin down) at 7.34 / 7.34 eV.

```
! RIJCOSX wB97M-V def2-TZVPD def2/J DEFGRID3
* xyz 1 1
C -1.4925 0.3036 -0.5792
C -0.9391 -0.9813 -0.0408
N -2.5753 0.7413 0.2674
N 2.8779 0.0382 -0.2464
N 0.2727 -1.1440 0.2282
N 1.7499 0.5710 -0.0985
H -0.6693 1.0243 -0.6941
H -1.9012 0.0734 -1.5712
H -1.6857 -1.7626 0.1215
H -3.3113 1.2329 -0.2128
H 3.5180 -0.2162 0.5104
H 3.1433 -0.2226 -1.1958
H 0.6160 -2.0329 0.5780
H -2.2806 1.2433 1.0937
H 1.5364 0.8381 0.8681
*
```

(iii)
DFT (ωB97M-V with the def2-TZVPD basis set) results for a cluster of 2 separate species, C2H9N4 in total.

The molar mass is 89.1 g mol⁻¹. The calculation puts the HOMO-LUMO gap at 9.20 eV.

```
! RIJCOSX wB97M-V def2-TZVPD def2/J DEFGRID3
* xyz 1 1
N 1.1747 -0.8736 0.1892
C 1.9347 -1.6320 1.1163
N 2.4311 -1.0770 2.1242
H 1.4945 -1.0195 -0.7612
H 1.3655 0.0985 0.4248
H 2.0013 -2.6950 0.8863
H 2.8818 -1.7584 2.7295
N -0.9294 1.4336 -1.7082
C -1.7897 1.5169 -0.7217
N -2.2393 0.5012 -0.0480
H -0.6835 0.5411 -2.1103
H -0.6184 2.2692 -2.1798
H -2.1184 2.4918 -0.3860
H -2.8974 0.6646 0.7001
H -2.0076 -0.4615 -0.2551
*
```

Short version: (i) is the least stable of them.